[1]
A cluster of 3 separate species, C12H30NO6PS2Si in total at a distorted geometry. Source: OMol25; level of theory: ωB97M-V/def2-TZVPD.

Each line ends with the natural charge from an NBO analysis.
Cartesian coordinates (Å):
C 0.65 -1.31 1.66  -0.603
C 0.78 -1.13 0.16  -0.239
N -0.23 -0.15 -0.31  -0.522
C -0.65 -0.44 -1.68  -0.212
C -1.85 0.39 -2.11  -0.876
Si -3.43 -0.02 -1.15  0.958
C -3.81 1.18 0.27  -0.962
C -2.73 2.18 0.52  0.459
O -2.51 3.05 -0.24  -0.554
P -5.18 0.21 -2.57  0.940
O -4.66 1.51 -3.51  -0.973
O -5.14 -1.14 -3.55  -0.978
C 0.34 1.15 -0.18  0.741
C 1.20 1.75 -1.25  -0.743
O 0.18 1.75 0.82  -0.559
H 0.76 -0.38 2.19  0.215
H 1.39 -2.01 2.02  0.197
H -0.34 -1.69 1.88  0.207
H 0.59 -2.10 -0.29  0.256
H 1.79 -0.79 -0.06  0.171
H 0.17 -0.28 -2.40  0.178
H -0.88 -1.49 -1.73  0.214
H -2.04 0.13 -3.15  0.247
H -1.64 1.45 -2.11  0.244
H -3.36 -1.40 -0.63  -0.154
H -4.70 1.74 0.02  0.267
H -4.06 0.59 1.15  0.252
H -2.15 2.08 1.45  0.137
H -4.00 1.98 -2.99  0.488
H -4.57 -1.82 -3.16  0.488
H 1.74 2.55 -0.78  0.235
H 0.64 2.17 -2.08  0.240
H 1.95 1.05 -1.61  0.232
C 2.78 4.11 1.70  -0.839
S 4.10 4.23 0.49  1.247
O 4.74 2.89 0.40  -0.988
C 5.18 5.27 1.48  -0.831
H 2.00 3.46 1.31  0.260
H 3.17 3.69 2.63  0.228
H 2.36 5.10 1.88  0.227
H 5.41 4.77 2.42  0.230
H 4.69 6.23 1.66  0.227
H 6.09 5.44 0.91  0.239
C 1.85 -5.39 1.22  -0.832
S 0.51 -5.44 0.02  1.263
O 0.11 -4.03 -0.24  -1.004
C -0.72 -6.13 1.14  -0.830
H 2.72 -4.94 0.73  0.244
H 1.55 -4.78 2.07  0.233
H 2.09 -6.40 1.53  0.231
H -0.84 -5.48 2.00  0.233
H -0.40 -7.12 1.46  0.230
H -1.66 -6.21 0.60  0.243

Values from the calculation:
Total charge ... 0
HOMO ... -7.90 eV
Multiplicity ... 1
Frontier orbital gap ... 8.3 eV
DFT total energy ... -65541.016 eV



[2]
A structure of composition C12H30NO9Sr at a distorted geometry. Source: OMol25; level of theory: ωB97M-V/def2-TZVPD.

Each line ends with the natural charge from an NBO analysis.
Cartesian coordinates (Å):
Sr 11.34 -23.09 0.55  1.842
N 10.81 -23.68 -2.50  0.717
O 10.46 -23.57 -3.66  -0.405
O 10.07 -24.09 -1.56  -0.645
O 11.91 -23.19 -2.13  -0.618
C 7.75 -23.04 1.58  -0.253
O 8.76 -22.31 0.92  -0.604
C 8.26 -21.55 -0.17  -0.089
C 9.25 -20.48 -0.65  -0.081
O 10.56 -21.03 -0.66  -0.613
C 11.52 -20.04 -1.04  -0.265
H 7.15 -23.59 0.86  0.184
H 7.07 -22.37 2.13  0.187
H 8.16 -23.72 2.31  0.199
H 7.35 -21.03 0.15  0.192
H 7.96 -22.22 -0.98  0.205
H 9.22 -19.63 0.03  0.181
H 8.96 -20.17 -1.65  0.208
H 12.46 -20.55 -1.23  0.206
H 11.67 -19.28 -0.27  0.180
H 11.23 -19.57 -1.98  0.204
C 9.12 -25.85 0.54  -0.256
O 10.02 -25.10 1.35  -0.618
C 10.55 -25.92 2.40  -0.088
C 11.42 -25.15 3.38  -0.094
O 12.41 -24.50 2.57  -0.601
C 13.53 -24.11 3.36  -0.270
H 9.63 -26.51 -0.17  0.195
H 8.51 -25.17 -0.03  0.220
H 8.47 -26.50 1.13  0.182
H 11.20 -26.65 1.89  0.190
H 9.82 -26.54 2.93  0.201
H 11.81 -25.88 4.08  0.208
H 10.86 -24.38 3.92  0.184
H 14.18 -23.49 2.75  0.206
H 14.09 -25.00 3.65  0.189
H 13.28 -23.59 4.28  0.188
C 12.58 -26.48 -0.87  -0.246
O 13.01 -25.29 -0.20  -0.603
C 14.41 -25.14 0.03  -0.075
C 14.86 -23.71 -0.27  -0.090
O 14.09 -22.74 0.44  -0.603
C 14.85 -21.58 0.63  -0.269
H 13.35 -27.25 -0.85  0.184
H 12.38 -26.16 -1.89  0.205
H 11.68 -26.91 -0.42  0.179
H 14.99 -25.81 -0.61  0.205
H 14.54 -25.33 1.09  0.179
H 14.91 -23.47 -1.33  0.209
H 15.89 -23.73 0.10  0.186
H 14.28 -20.74 1.05  0.193
H 15.27 -21.17 -0.30  0.195
H 15.70 -21.71 1.30  0.186

Values from the calculation:
Total charge ... +1
Energy relative to the best compared isomer or geometry (same formula, charge and spin) ... 0.0 kJ/mol
HOMO ... -11.67 eV
Multiplicity ... 1
Frontier orbital gap ... 8.9 eV
DFT total energy ... -33675.509 eV



[3]
The molecule C12H30Si2 at a distorted geometry. Source: OMol25; level of theory: ωB97M-V/def2-TZVPD.

Each line ends with the natural charge from an NBO analysis.
Cartesian coordinates (Å):
C -2.77 2.28 1.59  -0.615
C -2.44 1.15 0.65  -0.407
C -3.29 -0.05 0.98  -0.611
C -2.65 1.59 -0.78  -0.631
Si -0.50 0.75 0.74  1.201
C 0.34 2.44 0.69  -1.121
C -0.11 0.36 2.57  -1.098
Si 0.71 -0.41 -0.91  1.279
C -0.48 -1.54 -1.86  -1.134
C 1.48 0.74 -2.18  -1.108
C 2.04 -1.59 -0.36  -0.487
C 2.53 -2.36 -1.57  -0.615
C 1.48 -2.58 0.65  -0.615
C 3.32 -0.81 0.15  -0.617
H -2.55 2.04 2.62  0.206
H -2.15 3.18 1.38  0.210
H -3.89 2.52 1.57  0.208
H -4.36 0.23 0.94  0.206
H -3.17 -0.75 0.14  0.204
H -2.92 -0.51 1.88  0.210
H -3.64 1.55 -1.26  0.214
H -2.16 2.57 -1.03  0.214
H -2.18 0.77 -1.37  0.202
H 1.39 2.30 0.47  0.231
H 0.13 2.99 1.63  0.233
H -0.09 3.07 -0.11  0.228
H 0.98 0.12 2.68  0.232
H -0.31 1.21 3.20  0.233
H -0.71 -0.51 2.86  0.225
H -0.51 -2.56 -1.46  0.228
H -0.28 -1.69 -2.93  0.240
H -1.50 -1.22 -2.06  0.239
H 1.51 1.78 -1.92  0.241
H 0.97 0.68 -3.09  0.238
H 2.52 0.39 -2.33  0.233
H 1.81 -3.17 -1.80  0.212
H 2.64 -1.73 -2.48  0.208
H 3.53 -2.75 -1.43  0.214
H 1.48 -2.19 1.68  0.220
H 2.20 -3.41 0.58  0.207
H 0.54 -2.97 0.24  0.210
H 3.90 -0.44 -0.70  0.212
H 3.15 -0.03 0.86  0.209
H 4.00 -1.43 0.88  0.209

Values from the calculation:
Total charge ... 0
Energy relative to the best compared isomer or geometry (same formula, charge and spin) ... 95.6 kJ/mol
HOMO ... -9.07 eV
Multiplicity ... 1
Frontier orbital gap ... 9.8 eV
DFT total energy ... -28685.978 eV
SMILES string ... CC(C)(C)[Si](C)(C)[Si](C)(C)C(C)(C)C



[4]
A structure of composition C12H31AgF2N4O9S2 at a distorted geometry. Source: OMol25; level of theory: ωB97M-V/def2-TZVPD.

Each line ends with the Löwdin spin population.
Cartesian coordinates (Å):
Ag -0.63 0.49 0.24  0.118
N -2.74 0.78 -0.04  0.703
S -3.86 1.41 0.75  0.131
O -4.87 0.63 1.45  0.239
O -4.13 2.77 0.44  0.265
F -2.90 1.65 2.02  -0.002
S -3.94 0.47 -1.29  0.203
O -4.53 1.50 -2.11  0.153
O -4.68 -0.82 -1.07  0.166
F -2.86 -0.15 -2.32  -0.001
C -1.80 -3.00 -2.28  0.001
C -1.06 -2.64 -1.04  0.000
C 0.14 -3.54 -0.65  0.000
O -0.50 -1.38 -1.24  0.003
H -2.76 -2.50 -2.40  0.001
H -1.94 -4.08 -2.37  0.000
H -1.19 -2.83 -3.16  0.000
H -1.80 -2.61 -0.24  0.000
H -0.23 -4.44 -0.16  0.000
H 0.78 -2.91 -0.03  0.000
H 0.66 -4.03 -1.47  0.000
H -0.05 -1.43 -2.09  0.000
C -1.07 3.01 -3.11  0.000
C -0.10 1.90 -2.67  0.001
C 1.31 1.97 -3.27  0.000
O 0.11 2.02 -1.30  0.006
H -2.01 2.85 -2.58  0.000
H -1.37 3.01 -4.16  0.000
H -0.54 3.95 -2.97  0.000
H -0.57 0.95 -2.92  0.000
H 1.26 1.86 -4.35  0.000
H 1.81 1.08 -2.90  0.000
H 1.71 2.93 -2.92  0.000
H 0.50 2.90 -1.21  0.000
O -0.84 -1.05 1.83  0.007
C -0.54 -1.54 2.93  0.001
N -1.14 -1.13 4.03  0.000
C 0.39 -2.66 3.13  0.000
H -1.97 -0.56 3.91  0.000
H -0.98 -1.70 4.85  0.000
H 1.31 -2.45 2.58  0.000
H -0.07 -3.62 2.88  0.000
H 0.67 -2.80 4.17  0.000
O 1.81 0.04 0.16  0.001
C 2.94 -0.10 -0.28  0.000
N 3.42 0.95 -1.03  0.000
C 3.70 -1.41 -0.20  0.000
H 4.27 0.87 -1.57  0.000
H 3.00 1.86 -0.96  0.000
H 4.23 -1.46 -1.15  0.000
H 3.04 -2.26 -0.08  0.000
H 4.42 -1.34 0.61  0.000
O 0.55 1.79 1.77  0.004
C 1.51 2.06 2.55  0.000
N 2.61 2.70 2.18  0.000
C 1.42 1.62 3.99  0.000
H 2.55 3.15 1.28  0.000
H 3.35 2.76 2.86  0.000
H 0.45 1.88 4.40  0.000
H 2.23 2.07 4.57  0.000
H 1.51 0.53 4.00  0.000

Values from the calculation:
Total charge ... 0
HOMO (alpha / beta) ... -5.51 / -8.50 eV
Multiplicity ... 3
<S²> ... 2.0123
Frontier orbital gap (alpha / beta) ... 5.3 / 5.9 eV
DFT total energy ... -68433.373 eV